(1)
Density functional theory data (ωB97M-V with the def2-TZVPD basis set) for a molecular structure, C41H28BBaF11IN6O2P.

Structure (XYZ):
```
92
Properties=species:S:1:pos:R:3:forces:R:3
Ba -0.740 -0.349 0.261 -0.083 0.442 -0.497
O -0.400 0.689 2.612 -0.192 -0.133 0.289
C 0.597 1.508 2.095 0.130 0.147 -0.058
C 1.902 1.431 2.688 0.452 0.171 -0.236
C 2.064 1.035 4.042 0.025 0.052 0.007
C 3.285 1.096 4.671 0.150 0.065 -0.109
C 4.429 1.527 3.986 -0.011 -0.059 0.132
C 4.323 1.813 2.636 -0.066 0.056 -0.063
C 3.103 1.735 1.965 -0.342 -0.122 0.361
P 3.055 1.642 0.140 0.055 0.132 0.124
C 3.820 -0.013 -0.088 0.052 0.102 -0.094
C 4.268 -0.377 -1.359 -0.084 -0.100 -0.032
C 4.730 -1.659 -1.611 0.023 -0.027 0.031
C 4.735 -2.606 -0.592 0.000 0.039 0.018
C 4.282 -2.255 0.672 0.052 0.002 -0.062
C 3.830 -0.966 0.923 0.050 -0.096 0.139
C 4.465 2.771 -0.242 -0.076 -0.026 -0.128
C 4.162 4.138 -0.244 0.122 -0.116 0.026
C 5.143 5.076 -0.513 0.075 0.067 -0.032
C 6.443 4.674 -0.809 -0.087 0.034 0.012
C 6.748 3.324 -0.824 0.004 -0.047 -0.011
C 5.767 2.379 -0.539 0.046 0.016 0.000
H 1.187 0.722 4.594 -0.021 0.022 -0.061
H 3.365 0.819 5.718 -0.030 -0.010 0.014
H 5.388 1.588 4.488 0.001 -0.003 0.000
H 5.218 2.069 2.077 -0.006 -0.030 0.037
H 4.231 0.351 -2.164 -0.002 -0.011 -0.010
H 5.067 -1.928 -2.605 -0.004 -0.002 -0.004
H 5.071 -3.617 -0.791 -0.001 -0.010 0.003
H 4.259 -2.995 1.464 0.001 -0.005 0.006
H 3.475 -0.700 1.914 0.001 -0.057 -0.084
H 3.150 4.447 -0.015 -0.043 0.031 -0.002
H 4.895 6.131 -0.499 -0.009 0.004 0.001
H 7.208 5.410 -1.030 -0.012 0.010 0.009
H 7.758 3.000 -1.053 -0.016 -0.015 0.006
H 6.022 1.326 -0.544 0.008 0.052 0.021
N 0.222 -1.558 3.401 0.069 -0.628 -0.086
C 0.601 -2.580 2.681 -0.056 0.147 0.504
N 0.799 -3.797 3.280 0.109 -0.134 -0.304
C 1.211 -4.748 2.471 -0.082 0.142 0.121
N 1.383 -6.002 3.008 -0.046 0.044 0.068
N 1.466 -4.642 1.154 0.238 -0.217 -0.111
C 1.240 -3.430 0.666 -0.417 0.349 0.143
N 0.801 -2.379 1.338 0.356 -0.646 -0.091
C 1.443 -3.246 -0.807 -0.127 0.318 -0.051
C 1.863 -4.287 -1.619 0.059 -0.199 0.028
C 2.012 -4.060 -2.977 -0.035 0.093 0.056
C 1.742 -2.796 -3.477 0.024 -0.045 0.083
C 1.321 -1.815 -2.588 -0.063 -0.004 -0.203
N 1.165 -2.034 -1.290 0.058 -0.019 0.086
H 0.008 -1.813 4.353 0.056 -0.030 0.065
H -0.040 -0.418 2.981 -0.148 0.685 -0.046
H 1.456 -6.017 4.011 0.021 -0.052 -0.012
H 1.973 -6.622 2.483 0.020 0.015 -0.002
H 2.054 -5.247 -1.159 0.011 -0.015 -0.056
H 2.331 -4.856 -3.639 0.002 -0.020 0.016
H 1.838 -2.568 -4.530 -0.005 0.012 -0.004
H 1.076 -0.818 -2.939 -0.016 -0.014 0.017
I -0.417 1.972 -2.580 -0.019 -0.065 -0.151
C -1.509 0.926 -4.058 0.129 0.097 0.208
C -1.570 1.488 -5.302 -0.054 -0.092 -0.009
C -2.286 0.821 -6.322 0.045 0.072 0.002
C -2.897 -0.368 -6.054 -0.034 -0.052 -0.009
C -2.830 -0.955 -4.765 -0.004 -0.011 0.018
C -3.454 -2.198 -4.502 -0.018 0.011 -0.047
C -3.360 -2.751 -3.257 0.032 0.000 0.093
C -2.647 -2.087 -2.231 0.052 -0.073 0.041
C -2.011 -0.870 -2.388 0.114 0.215 -0.102
C -2.122 -0.311 -3.704 0.021 -0.051 -0.076
H -1.077 2.430 -5.501 -0.005 0.005 -0.022
H -2.341 1.261 -7.311 -0.002 0.001 0.003
H -3.447 -0.891 -6.831 0.003 0.007 -0.002
H -3.999 -2.693 -5.301 0.000 0.003 0.002
H -3.840 -3.704 -3.049 -0.002 -0.002 -0.007
H -2.607 -2.581 -1.259 -0.094 -0.031 -0.017
F 1.029 3.684 0.852 -0.152 0.002 -0.016
B 0.208 2.649 1.240 0.195 -0.099 -0.036
F -1.065 2.781 0.737 -0.005 0.022 0.031
F -6.177 -1.201 1.734 0.036 0.000 -0.065
C -5.001 -1.300 1.067 0.064 0.044 -0.100
F -5.178 -2.231 0.111 -0.017 0.080 0.064
F -4.801 -0.133 0.450 -0.052 -0.107 0.054
C -3.775 -1.661 1.982 -0.305 -0.158 0.156
O -2.638 -1.405 1.377 -0.248 -0.180 0.050
C -3.882 -3.188 2.339 0.102 -0.009 -0.059
F -3.462 -3.943 1.315 -0.034 0.034 0.101
F -5.135 -3.604 2.642 0.043 0.006 0.001
F -3.106 -3.490 3.394 -0.060 -0.012 -0.053
C -3.922 -0.845 3.317 0.088 0.059 -0.028
F -4.913 -1.303 4.127 0.057 0.011 -0.003
F -2.795 -0.880 4.025 -0.090 0.021 -0.020
F -4.201 0.444 3.060 0.027 -0.101 0.025
```
Forces are in eV/Å.

Properties
LUMO, eV: 3.99
ΔE to the lowest compared entry with this formula, charge and spin, eV: 0.000
2S+1: 1
Total charge: -2

Here are the Mulliken charges for atoms 1 to 6, given in e: Ba 1.566; O -0.814; C -0.780; C -0.182; C -0.552; C -0.652


(2)
Density functional theory data (ωB97M-V with the def2-TZVPD basis set) for a molecular structure, C41H29N5O10PPt.

Structure (XYZ):
```
87
Properties=species:S:1:pos:R:3:forces:R:3
Pt 0.154 1.525 -2.507 0.098 -0.059 0.006
O 3.915 1.806 -4.023 0.016 0.034 0.133
C 2.783 2.132 -3.679 0.010 -0.014 -0.295
O 1.880 1.241 -3.441 0.020 -0.113 0.076
C 2.427 3.601 -3.608 0.000 0.049 0.089
C 3.436 4.456 -4.007 0.021 0.043 -0.008
C 3.257 5.829 -4.047 -0.089 -0.044 -0.129
C 2.049 6.394 -3.669 -0.044 -0.045 0.013
C 1.053 5.561 -3.236 0.162 0.068 -0.001
C 1.159 4.134 -3.210 -0.079 -0.081 -0.027
O 0.113 3.469 -2.887 0.057 0.037 0.061
N -0.177 6.210 -2.775 -0.252 -0.140 -0.151
O -0.688 5.819 -1.751 0.091 0.062 0.045
O -0.611 7.125 -3.461 0.075 0.038 0.055
N 4.337 6.692 -4.484 0.200 0.050 0.558
O 5.406 6.181 -4.769 -0.057 -0.024 -0.205
O 4.146 7.899 -4.475 -0.072 0.000 -0.199
H 4.377 4.017 -4.304 0.000 0.008 -0.004
H 1.893 7.462 -3.699 0.012 0.009 -0.004
C -7.142 -2.118 8.796 -0.018 -0.004 0.001
O -5.732 -2.136 8.757 0.013 0.011 -0.011
C -5.133 -1.699 7.606 0.017 -0.015 0.014
C -3.741 -1.712 7.601 -0.019 0.000 0.016
C -3.054 -1.288 6.481 -0.001 0.007 -0.036
C -3.732 -0.844 5.346 -0.112 -0.116 0.057
C -5.122 -0.836 5.360 0.030 0.013 0.002
C -5.822 -1.260 6.482 -0.020 0.003 -0.005
N -2.925 -0.434 4.252 0.183 0.119 -0.037
N -3.580 -0.053 3.256 -0.183 -0.003 0.086
C -2.927 0.406 2.128 0.067 0.011 -0.157
C -3.793 0.694 1.074 0.050 -0.026 0.086
C -3.372 1.120 -0.168 0.031 -0.013 -0.027
C -2.008 1.281 -0.456 0.013 -0.079 -0.004
O -1.662 1.630 -1.636 -0.095 0.141 -0.012
C -1.068 1.049 0.644 -0.001 0.021 0.019
N 0.229 1.295 0.382 0.037 0.102 -0.010
C 1.121 1.164 1.329 -0.037 -0.029 -0.005
C 0.783 0.764 2.629 -0.063 -0.040 0.012
C -0.527 0.487 2.920 0.082 0.004 0.005
C -1.520 0.624 1.921 -0.049 -0.028 -0.009
H -7.424 -2.486 9.780 0.001 0.001 -0.001
H -7.574 -2.769 8.031 0.004 0.001 0.001
H -7.534 -1.105 8.665 0.003 -0.002 0.002
H -3.221 -2.057 8.485 0.004 0.001 -0.002
H -1.971 -1.293 6.463 0.002 0.000 0.001
H -5.651 -0.492 4.483 0.003 0.003 0.000
H -6.903 -1.241 6.464 0.002 0.002 -0.003
H -4.849 0.553 1.269 -0.002 -0.005 -0.004
H -4.078 1.321 -0.962 -0.005 0.002 0.004
H 2.152 1.371 1.056 0.007 0.033 0.013
H 1.550 0.675 3.388 0.000 0.002 0.000
H -0.823 0.174 3.907 0.007 -0.009 0.002
O 0.130 -0.484 -2.090 -0.193 -0.061 -0.046
P 1.204 -1.538 -2.041 0.096 0.077 0.099
C 0.416 -2.985 -1.314 0.040 -0.018 -0.005
C -0.738 -2.791 -0.559 0.010 0.007 -0.004
C -1.339 -3.872 0.069 -0.008 -0.003 0.010
C -0.794 -5.142 -0.059 -0.012 0.005 0.009
C 0.354 -5.337 -0.817 0.012 0.006 -0.010
C 0.961 -4.260 -1.443 -0.028 -0.010 0.014
C 1.825 -1.968 -3.667 -0.025 0.058 -0.017
C 3.026 -2.644 -3.857 0.029 -0.025 0.009
C 3.447 -2.953 -5.141 0.010 -0.003 0.000
C 2.676 -2.578 -6.232 -0.011 0.007 -0.001
C 1.484 -1.892 -6.043 0.018 -0.007 0.001
C 1.057 -1.583 -4.762 -0.012 -0.005 -0.006
C 2.624 -1.162 -1.001 -0.002 -0.037 -0.036
C 2.618 -1.555 0.336 0.031 -0.039 -0.021
C 3.675 -1.210 1.166 -0.008 -0.005 -0.013
C 4.732 -0.466 0.662 0.012 0.008 -0.008
C 4.741 -0.073 -0.671 0.016 0.005 0.007
C 3.694 -0.422 -1.509 -0.059 -0.001 0.017
H -1.154 -1.795 -0.470 -0.014 0.000 0.005
H -2.232 -3.718 0.660 -0.001 0.006 0.002
H -1.265 -5.983 0.433 0.001 -0.001 0.000
H 0.775 -6.329 -0.920 0.000 0.000 -0.002
H 1.853 -4.414 -2.038 0.009 -0.004 -0.005
H 3.650 -2.901 -3.009 -0.023 -0.007 -0.009
H 4.388 -3.467 -5.289 -0.002 -0.001 -0.005
H 3.014 -2.806 -7.235 0.002 -0.003 0.000
H 0.897 -1.578 -6.896 0.001 0.002 -0.002
H 0.150 -1.013 -4.604 0.002 -0.003 0.011
H 1.787 -2.126 0.732 -0.003 0.013 0.024
H 3.665 -1.512 2.205 -0.003 -0.004 -0.001
H 5.553 -0.188 1.311 0.001 -0.005 0.000
H 5.562 0.513 -1.064 -0.006 0.005 -0.006
H 3.703 -0.101 -2.544 -0.005 0.057 -0.019
```
Forces are in eV/Å.

Properties
LUMO, eV: 1.95
ΔE to the lowest compared entry with this formula, charge and spin, eV: 0.000
2S+1: 1
Total charge: -1

Here are the Mulliken charges for atoms 1 to 6, given in e: Pt 1.460; O -0.754; C 0.998; O -0.511; C -0.252; C -0.511